(1)
{
  "formula": "C18H36Br18",
  "method": "ωB97M-V with the def2-TZVPD basis set",
  "elements": ["Br", "C", "C", "Br", "H", "H", "H", "H", "Br", "C", "C", "Br", "H", "H", "H", "H", "Br", "C", "C", "Br", "H", "H", "H", "H", "Br", "C", "C", "Br", "H", "H", "H", "H", "Br", "C", "C", "Br", "H", "H", "H", "H", "Br", "C", "C", "Br", "H", "H", "H", "H", "Br", "C", "C", "Br", "H", "H", "H", "H", "Br", "C", "C", "Br", "H", "H", "H", "H", "Br", "C", "C", "Br", "H", "H", "H", "H"],
  "xyz": [[-1.87426, -7.23823, -5.12430], [-1.36165, -5.32509, -4.91449], [-2.57805, -4.38338, -4.95204], [-1.95853, -2.44649, -4.57793], [-0.77363, -5.03212, -5.78426], [-0.73032, -5.32754, -4.02594], [-3.35385, -4.60658, -4.21963], [-2.99686, -4.48926, -5.95279], [-1.46200, 5.29529, 4.75864], [-2.26055, 5.73723, 2.94342], [-3.09046, 7.04050, 3.07698], [-3.83764, 7.61860, 1.34925], [-2.94280, 4.97380, 2.56951], [-1.39403, 5.82900, 2.28858], [-2.36040, 7.81548, 3.31045], [-3.91169, 7.02371, 3.79351], [-1.76755, 0.01384, 0.48747], [0.00659, 0.79731, -0.02627], [0.91071, -0.34294, -0.39419], [2.02380, -1.10805, 1.13171], [0.41156, 1.31854, 0.84114], [-0.08410, 1.51734, -0.83954], [1.69199, -0.06873, -1.10309], [0.26134, -1.13059, -0.77631], [8.84190, -0.54470, -3.70549], [7.75278, 1.07719, -3.85626], [6.44509, 0.78340, -3.21230], [4.88956, 1.37939, -4.29413], [7.65646, 1.34002, -4.90971], [8.36672, 1.85479, -3.40184], [6.48563, 1.34152, -2.27691], [6.37118, -0.26902, -2.93834], [-6.03011, 3.92154, -4.75112], [-4.57117, 2.75579, -5.37922], [-3.45585, 3.57890, -5.98115], [-2.09810, 4.02021, -4.57853], [-4.92603, 2.00634, -6.08668], [-4.20602, 2.24212, -4.48988], [-3.78131, 4.57544, -6.27960], [-2.95396, 3.13944, -6.84317], [4.47090, 3.13345, 2.67603], [4.05564, 3.31473, 4.60604], [4.56041, 2.02947, 5.29304], [4.22281, 1.89930, 7.30887], [3.00571, 3.56229, 4.76246], [4.49482, 4.21015, 5.04586], [5.59806, 1.72777, 5.15041], [4.08847, 1.22498, 4.72895], [3.38061, -5.62229, -1.43409], [4.56018, -5.18390, -2.98407], [3.73696, -4.45672, -4.13674], [5.01948, -3.79358, -5.42082], [4.94408, -6.14402, -3.32884], [5.35734, -4.51573, -2.65818], [3.19961, -3.66535, -3.61414], [3.12800, -5.22109, -4.61944], [-1.46146, -3.82054, 6.32043], [-0.61981, -2.41152, 5.15792], [-0.35794, -1.18559, 5.99356], [-2.09408, -0.32359, 6.38549], [-1.28623, -2.30349, 4.30216], [0.25546, -2.77060, 4.61655], [0.29452, -0.39052, 5.63263], [0.07170, -1.44189, 6.96197], [-6.71059, -3.65693, 2.79145], [-6.24919, -1.89618, 3.43305], [-7.26346, -1.46428, 4.56276], [-6.75199, -2.31006, 6.33912], [-6.43701, -1.23574, 2.58650], [-5.19862, -1.82033, 3.71348], [-8.26473, -1.75675, 4.24651], [-7.10405, -0.39549, 4.70555]],
  "smiles": "BrCCBr.BrCCBr.BrCCBr.BrCCBr.BrCCBr.BrCCBr.BrCCBr.BrCCBr.BrCCBr",
  "charge": 0,
  "homo_ev": -9.9,
  "orbital_gap_ev": 9.7,
  "e_tot_ha": -47039.618507
}


(2)
{
  "formula": "C18H36CaGeNO8",
  "method": "ωB97M-V with the def2-TZVPD basis set",
  "elements": ["Ca", "O", "C", "C", "N", "C", "C", "O", "O", "C", "C", "O", "O", "H", "H", "H", "H", "H", "H", "H", "H", "H", "C", "C", "C", "C", "O", "Ge", "O", "C", "C", "C", "C", "O", "C", "C", "C", "C", "H", "H", "H", "H", "H", "H", "H", "H", "H", "H", "H", "H", "H", "H", "H", "H", "H", "H", "H", "H", "H", "H", "H", "H", "H", "H", "H"],
  "xyz": [[0.03888, -0.09765, 1.10284], [0.01338, -1.73915, -0.38036], [-0.73802, -2.91985, -0.45786], [-0.38112, -3.79925, 0.75694], [-0.89192, -3.35295, 2.03404], [-2.25902, -3.07305, 2.15094], [-2.72152, -1.63755, 1.46704], [-3.87352, -1.63335, 1.10524], [-1.82712, -0.79805, 1.41554], [-0.03872, -2.97295, 3.08624], [-0.06672, -1.34815, 3.32904], [-0.97022, -0.94985, 4.02184], [0.88008, -0.77845, 2.78494], [-0.25852, -1.07585, -1.04496], [-0.47902, -3.48185, -1.37316], [-1.81952, -2.72965, -0.47616], [0.70738, -3.84985, 0.82494], [-0.76382, -4.81365, 0.56974], [-2.54432, -2.96655, 3.19684], [-2.87442, -3.81995, 1.65224], [0.99518, -3.24965, 2.88544], [-0.38372, -3.38365, 4.04024], [3.22568, -0.50505, -1.65906], [3.03358, -0.11245, -0.18946], [4.05718, 0.95805, 0.20494], [3.24138, -1.35185, 0.69084], [1.73828, 0.36915, 0.01854], [0.97638, 1.98405, -0.77516], [-0.08552, 1.89875, 0.82654], [-1.04602, 2.78625, 1.32974], [-1.04142, 2.63945, 2.85564], [-2.42982, 2.42895, 0.78114], [-0.69902, 4.23095, 0.94754], [-0.28272, 0.85325, -1.75036], [-0.60762, 0.95935, -3.10806], [0.25088, 1.99835, -3.84146], [-0.38342, -0.41295, -3.76866], [-2.08252, 1.35995, -3.25896], [4.23228, -0.87915, -1.82596], [2.50678, -1.27695, -1.92896], [3.05968, 0.36785, -2.28876], [5.06538, 0.55165, 0.22114], [4.01228, 1.78975, -0.49646], [3.80518, 1.32735, 1.19654], [4.24628, -1.74915, 0.55204], [3.09618, -1.08045, 1.73424], [2.51668, -2.11935, 0.41684], [-1.25012, 1.59985, 3.11744], [-0.05752, 2.90885, 3.24194], [-1.79412, 3.27915, 3.31224], [-2.68862, 1.40905, 1.06384], [-3.18552, 3.10665, 1.16894], [-2.42102, 2.49995, -0.30496], [0.31148, 4.46885, 1.27754], [-0.74632, 4.34835, -0.13536], [-1.39542, 4.92915, 1.40514], [1.30638, 1.75755, -3.73026], [0.00288, 2.01405, -4.89926], [0.07968, 2.98905, -3.42396], [0.64258, -0.73335, -3.59566], [-1.07062, -1.14445, -3.34696], [-0.55912, -0.35495, -4.84006], [-2.24222, 2.35875, -2.85726], [-2.36202, 1.35605, -4.30876], [-2.71992, 0.66275, -2.72046]],
  "charge": 0,
  "s2": 0.756,
  "homo_ev": [-8.3, -8.3],
  "orbital_gap_ev": [8.6, 5.5],
  "spin_multiplicity": 2,
  "e_tot_ha": -4118.798990
}


(3)
{
  "formula": "C18H36CeN10OS",
  "method": "ωB97M-V with the def2-TZVPD basis set",
  "elements": ["Ce", "N", "C", "C", "C", "N", "H", "H", "H", "H", "H", "H", "H", "H", "H", "H", "S", "C", "N", "C", "C", "C", "N", "H", "H", "H", "H", "C", "N", "C", "C", "C", "N", "C", "C", "O", "H", "H", "H", "H", "H", "H", "H", "H", "H", "H", "H", "H", "C", "C", "C", "C", "N", "C", "N", "N", "N", "H", "H", "H", "H", "H", "H", "H", "H", "H", "H"],
  "xyz": [[-0.82802, -0.46737, 1.10068], [-3.37087, -0.42777, 1.12615], [-3.98538, 0.94690, 1.05678], [-3.39397, 1.91369, 2.07860], [-2.14555, 2.67088, 1.63369], [-0.87713, 1.90477, 1.89470], [-3.79057, -0.99101, 0.38402], [-3.70155, -0.85940, 1.99189], [-5.05911, 0.84417, 1.21644], [-3.84266, 1.31837, 0.04183], [-3.21314, 1.40201, 3.03278], [-4.16140, 2.65481, 2.30640], [-2.08152, 3.62357, 2.16025], [-2.18006, 2.88988, 0.56607], [-0.70380, 1.93354, 2.90053], [-0.10030, 2.42789, 1.48784], [-0.63223, -0.74420, 3.88274], [-0.96087, -2.40673, 3.63998], [-1.02126, -3.27275, 4.68176], [-1.28788, -4.58295, 4.51509], [-1.50454, -5.06276, 3.24393], [-1.43325, -4.14979, 2.19888], [-1.16758, -2.85007, 2.38910], [-0.86416, -2.91131, 5.62178], [-1.31770, -5.19356, 5.41009], [-1.72246, -6.10678, 3.07229], [-1.59606, -4.46985, 1.17619], [2.76562, 1.85759, 0.19324], [3.31172, 0.50405, 0.18733], [4.77277, 0.37318, -0.01499], [5.11071, -1.02462, -0.48610], [4.50694, -2.05081, 0.44806], [3.06244, -1.77726, 0.63379], [2.21538, -2.86062, 1.10215], [2.58424, -0.54235, 0.53421], [1.29632, -0.36691, 0.79921], [2.84651, 2.30483, 1.18607], [1.72924, 1.84883, -0.13973], [3.34130, 2.45977, -0.50468], [5.27299, 0.62046, 0.92425], [5.06032, 1.11552, -0.75685], [6.19236, -1.14813, -0.50775], [4.74605, -1.17825, -1.50295], [4.98826, -2.04209, 1.42907], [4.59454, -3.05229, 0.03130], [1.31560, -2.95065, 0.48305], [1.94602, -2.72810, 2.15400], [2.76842, -3.79058, 1.00366], [-1.35400, 3.82630, -4.18377], [-0.85719, 2.51489, -4.77939], [0.61763, 2.25664, -4.48487], [-1.72421, 1.30351, -4.41929], [-1.47455, 0.77630, -3.04115], [-1.12149, -0.46607, -2.68442], [-1.02668, -0.49514, -1.36765], [-1.31637, 0.75684, -0.96660], [-1.58601, 1.52270, -1.95336], [-0.77031, 4.65236, -4.58619], [-1.25054, 3.85035, -3.09853], [-2.39772, 4.00999, -4.43881], [-0.97633, 2.57856, -5.86558], [0.81829, 2.27155, -3.40840], [1.22721, 3.04075, -4.92909], [0.95943, 1.30559, -4.89914], [-1.50031, 0.45432, -5.06478], [-2.79198, 1.51863, -4.46736], [-0.95963, -1.28384, -3.36840]],
  "charge": 4,
  "homo_ev": [-20.0, -20.0],
  "orbital_gap_ev": [5.4, 5.4],
  "e_tot_ha": -2202.265942
}


(4)
{
  "formula": "C18H36Cl18",
  "method": "ωB97M-V with the def2-TZVPD basis set",
  "elements": ["Cl", "C", "C", "Cl", "H", "H", "H", "H", "Cl", "C", "C", "Cl", "H", "H", "H", "H", "Cl", "C", "C", "Cl", "H", "H", "H", "H", "Cl", "C", "C", "Cl", "H", "H", "H", "H", "Cl", "C", "C", "Cl", "H", "H", "H", "H", "Cl", "C", "C", "Cl", "H", "H", "H", "H", "Cl", "C", "C", "Cl", "H", "H", "H", "H", "Cl", "C", "C", "Cl", "H", "H", "H", "H", "Cl", "C", "C", "Cl", "H", "H", "H", "H"],
  "xyz": [[-1.23202, 7.02500, -1.11990], [-2.11348, 5.46932, -1.10114], [-1.12462, 4.34262, -0.71436], [-1.99571, 2.81797, -0.79650], [-2.54932, 5.36243, -2.09448], [-2.87981, 5.52996, -0.32838], [-0.70077, 4.35836, 0.28973], [-0.34313, 4.23594, -1.46669], [-1.18042, 2.36063, 2.82293], [-2.01725, 1.01201, 3.60784], [-1.12930, -0.01542, 4.26225], [-0.18882, -0.82628, 3.01348], [-2.58120, 0.54125, 2.80258], [-2.74578, 1.44721, 4.29189], [-1.74218, -0.71167, 4.83473], [-0.47104, 0.56311, 4.91040], [-2.57757, -5.25115, -3.99766], [-1.16674, -5.18305, -2.89883], [0.12228, -4.99837, -3.63898], [0.35898, -6.10300, -5.00481], [-1.12204, -6.03378, -2.21885], [-1.30355, -4.32223, -2.24433], [0.87992, -5.15610, -2.87139], [0.16984, -3.96566, -3.98445], [-5.33451, -0.29034, 2.02458], [-4.82756, 0.58836, 0.62407], [-3.61791, -0.06556, -0.07870], [-4.00588, -1.70598, -0.56856], [-4.51246, 1.57215, 0.97189], [-5.69934, 0.68531, -0.02299], [-2.69657, -0.03313, 0.50283], [-3.41547, 0.50830, -0.98303], [-0.44498, -2.01064, -0.59821], [-0.21402, -0.29612, -0.39732], [1.27338, 0.04233, -0.82211], [1.44130, 1.83196, -0.75755], [-0.37985, 0.07065, 0.61563], [-1.00072, 0.13559, -1.01605], [1.57213, -0.26403, -1.82460], [1.91473, -0.35849, -0.03718], [3.58415, -2.26372, -1.27296], [4.45886, -3.66544, -0.61952], [4.97796, -3.40853, 0.81131], [3.71194, -3.23380, 2.07199], [5.28214, -3.82933, -1.31482], [3.85098, -4.56962, -0.65180], [5.67186, -2.57441, 0.91541], [5.57424, -4.27053, 1.11049], [-2.75198, -5.87026, 1.88173], [-2.08427, -4.18945, 1.58401], [-2.76990, -3.10565, 2.37758], [-2.46924, -3.27899, 4.10844], [-2.18477, -4.13652, 0.49994], [-1.03760, -4.17492, 1.88794], [-3.85127, -3.05284, 2.25133], [-2.48805, -2.11370, 2.02446], [3.31552, 4.81790, -6.26173], [3.52068, 4.33688, -4.52987], [2.21060, 4.15627, -3.74271], [1.39474, 5.62070, -3.38743], [4.17844, 5.05085, -4.03419], [4.11324, 3.42542, -4.60873], [2.39219, 3.55977, -2.84866], [1.56591, 3.47988, -4.30393], [3.25657, 0.51783, 2.78259], [2.05400, 1.87102, 2.91008], [2.61010, 3.29842, 2.51892], [3.76566, 3.92915, 3.75868], [1.67426, 1.95387, 3.92843], [1.23180, 1.59665, 2.24916], [1.77178, 3.98338, 2.39185], [3.05078, 3.23056, 1.52428]],
  "smiles": "ClCCCl.ClCCCl.ClCCCl.ClCCCl.ClCCCl.ClCCCl.ClCCCl.ClCCCl.ClCCCl",
  "charge": 0,
  "homo_ev": -10.7,
  "orbital_gap_ev": 10.8,
  "e_tot_ha": -8990.914444
}